9
Properties=species:S:1:pos:R:3:mulliken_charge:R:1 method="wB97M-V/def2-TZVPD" homo_ha=-0.332 relative_energy_kj_mol=288.4 homo_lumo_gap_ev=8.0 e_lumo_ha=-0.0369
C 1.749 0.520 -0.923 0.279
C -1.493 0.146 0.767 -0.318
C 0.665 -0.234 -1.265 0.357
C -0.301 -0.451 0.696 -0.060
N 2.424 1.303 -0.400 -0.309
O 0.026 -0.636 -2.144 -0.334
Br 0.905 -1.404 1.721 -0.047
H -2.126 0.122 1.782 0.235
H -1.849 0.635 -0.234 0.198


41
Properties=species:S:1:pos:R:3:mulliken_charge:R:1 method="wB97M-V/def2-TZVPD" homo_ha=-0.468 relative_energy_kj_mol=383.7 total_charge=+1 homo_lumo_gap_ev=9.7 e_lumo_ha=-0.1128
N -0.245 -0.117 0.190 0.051
H -0.087 0.173 1.119 0.139
H 0.232 0.470 -0.452 0.101
H -1.140 -0.312 -0.056 0.334
H 0.132 -1.010 0.180 0.348
O -3.505 -0.548 -1.509 -0.552
H -3.718 -0.140 -2.352 0.296
H -4.086 -0.093 -0.953 0.270
O -2.251 -1.238 2.515 -0.459
H -2.891 -1.696 2.052 0.255
H -2.806 -0.662 2.984 0.277
O -0.511 2.162 -3.392 -0.593
H -0.712 2.380 -2.529 0.331
H -0.404 2.938 -3.776 0.252
O -0.801 -0.515 -3.056 -0.593
H 0.122 -0.819 -3.346 0.288
H -0.890 0.430 -3.287 0.357
O -0.310 3.166 -0.773 -0.621
H 0.553 3.040 -0.805 0.341
H -0.381 4.103 -1.059 0.323
O -1.401 -2.720 -0.444 -0.502
H -0.913 -3.258 -0.990 0.252
H -2.026 -2.381 -1.071 0.238
O 0.807 2.132 2.437 -0.566
H -0.087 2.128 2.884 0.288
H 1.238 3.039 2.548 0.294
O 2.425 -2.921 1.550 -0.661
H 3.339 -2.480 1.774 0.321
H 1.623 -2.463 1.669 0.360
O 2.254 1.888 -0.763 -0.612
H 2.589 1.768 -1.665 0.308
H 2.836 2.622 -0.661 0.258
O 2.240 -1.123 -1.220 -0.592
H 2.643 -0.310 -1.040 0.206
H 3.153 -1.785 -1.010 0.380
O -0.329 -2.031 2.105 -0.646
H -1.130 -1.645 2.414 0.398
H -0.632 -2.887 2.089 0.135
O 1.951 0.112 2.334 -0.682
H 1.540 -0.405 3.035 0.263
H 1.578 1.008 2.334 0.413


79
Properties=species:S:1:pos:R:3:lowdin_spin:R:1 method="wB97M-V/def2-TZVPD" homo_ha="-0.484 / -0.498" relative_energy_kj_mol=274.3 s_squared=2.013 total_charge=+2 multiplicity=3 homo_lumo_gap_ev="8.2 / 8.5" e_lumo_ha="-0.1845 / -0.1849"
V 0.693 -0.102 -0.067 1.843
C -3.944 2.787 -1.623 0.000
N -3.177 1.783 -0.894 0.003
C -3.815 1.347 0.342 0.000
C -1.923 1.399 -1.161 0.003
O -1.275 0.683 -0.377 0.009
C -1.328 1.912 -2.483 0.001
O -0.128 1.280 -2.837 0.002
C -0.196 0.129 -3.637 0.002
C -0.080 -1.082 -2.734 0.014
O 0.076 -0.821 -1.520 0.013
N -0.166 -2.302 -3.216 0.021
C -0.128 -3.455 -2.320 0.002
C -0.256 -2.553 -4.652 0.002
H -4.958 2.422 -1.779 0.000
H -3.516 3.026 -2.590 0.000
H -3.996 3.709 -1.040 0.000
H -4.873 1.175 0.154 0.000
H -3.717 2.108 1.120 0.000
H -3.361 0.421 0.678 0.000
H -1.086 2.968 -2.341 0.000
H -2.058 1.828 -3.291 0.000
H 0.658 0.171 -4.320 0.000
H -1.115 0.070 -4.228 0.001
H -0.298 -3.141 -1.294 0.000
H 0.837 -3.961 -2.387 0.001
H -0.909 -4.157 -2.608 0.000
H 0.529 -2.022 -5.191 0.001
H -1.227 -2.251 -5.047 0.001
H -0.131 -3.618 -4.821 0.000
C 2.003 5.475 0.344 0.000
C 2.865 4.436 -0.368 0.000
N 3.310 3.374 0.532 0.005
C 4.597 3.556 1.227 0.001
C 4.443 3.975 2.686 0.000
C 2.580 2.291 0.772 0.007
S 1.034 2.141 -0.053 -0.006
N 3.094 1.402 1.629 -0.001
C 2.563 0.248 1.955 0.014
O 1.395 -0.125 1.519 0.031
C 3.376 -0.648 2.787 0.000
C 2.842 -1.821 3.325 0.002
C 3.659 -2.708 4.004 0.000
C 5.011 -2.432 4.159 0.002
C 5.547 -1.260 3.640 0.000
C 4.736 -0.369 2.963 0.002
H 1.670 6.234 -0.363 0.000
H 2.565 5.971 1.134 0.000
H 1.125 5.001 0.784 0.000
H 3.752 4.909 -0.786 0.000
H 2.305 3.987 -1.187 0.000
H 5.159 4.309 0.678 0.000
H 5.136 2.612 1.175 0.000
H 3.896 4.913 2.772 0.000
H 5.430 4.112 3.126 0.000
H 3.917 3.208 3.249 0.000
H 1.791 -2.043 3.221 0.000
H 3.240 -3.615 4.421 0.000
H 5.649 -3.129 4.686 0.000
H 6.600 -1.044 3.764 0.000
H 5.132 0.548 2.553 0.000
N 4.517 -2.626 -0.418 0.001
C 3.257 -2.211 -0.306 0.006
N 2.363 -3.015 0.251 0.004
S 2.882 -0.660 -0.953 -0.002
H 4.811 -3.537 -0.104 0.000
H 5.198 -2.017 -0.836 0.000
H 2.642 -3.852 0.741 0.000
H 1.396 -2.743 0.362 0.001
N -2.149 -0.388 2.179 0.000
C -1.794 -1.675 2.835 0.000
C -0.660 -2.356 1.991 0.002
O 0.022 -3.210 2.512 0.002
O -0.576 -1.930 0.777 0.013
H -3.131 -0.134 2.252 0.000
H -1.873 -0.549 1.184 0.000
H -1.584 0.386 2.528 0.000
H -2.659 -2.334 2.823 0.000
H -1.459 -1.539 3.858 0.000


65
Properties=species:S:1:pos:R:3:mulliken_charge:R:1 method="wB97M-V/def2-TZVPD" homo_ha="-0.542 / -0.541" total_charge=+2 homo_lumo_gap_ev="7.3 / 6.7" e_lumo_ha="-0.2742 / -0.2941"
Co 0.303 -0.170 -0.955 -0.310
N 0.816 -1.178 -2.632 -0.484
C 0.899 -0.266 -3.820 -0.628
C -0.451 0.380 -4.073 -0.692
C -0.850 1.414 -3.060 0.568
O -1.415 2.437 -3.310 -0.555
O -0.553 1.147 -1.759 0.045
H 1.693 -1.685 -2.528 0.312
H 0.117 -1.891 -2.832 0.288
H 1.222 -0.835 -4.690 0.460
H 1.664 0.483 -3.612 0.356
H -1.233 -0.388 -4.088 0.144
H -0.457 0.853 -5.053 0.406
C -1.592 0.810 1.432 -1.032
C -0.256 0.928 2.145 -1.225
P 1.067 0.956 0.887 1.716
C 1.493 2.650 0.502 0.543
C 2.694 3.154 1.014 -0.585
C 2.997 4.495 0.847 -0.809
C 2.116 5.328 0.171 -0.584
C 0.929 4.825 -0.348 -0.885
C 0.611 3.487 -0.192 -0.286
C 2.496 0.118 1.545 0.302
C 3.460 -0.370 0.659 -0.335
C 4.606 -0.976 1.150 -0.805
C 4.790 -1.088 2.522 -0.482
C 3.837 -0.600 3.406 -0.960
C 2.685 0.003 2.923 -0.133
P -1.470 -0.641 0.345 1.686
C -1.402 -2.136 1.293 0.495
C -0.189 -2.547 1.861 -0.159
C -0.160 -3.655 2.688 -0.884
C -1.333 -4.355 2.945 -0.541
C -2.534 -3.958 2.370 -0.766
C -2.578 -2.852 1.536 -0.600
C -2.780 -0.715 -0.841 0.547
C -2.873 -1.865 -1.636 -0.537
C -3.822 -1.927 -2.643 -0.888
C -4.671 -0.846 -2.858 -0.517
C -4.580 0.294 -2.070 -0.728
C -3.629 0.370 -1.065 -0.492
H -1.805 1.677 0.803 0.539
H -2.416 0.678 2.137 0.622
H -0.087 0.057 2.782 0.532
H -0.201 1.820 2.771 0.622
H 3.390 2.511 1.537 0.396
H 3.923 4.888 1.243 0.445
H 2.360 6.374 0.042 0.422
H 0.253 5.474 -0.887 0.472
H -0.297 3.102 -0.630 0.226
H 3.335 -0.256 -0.413 0.506
H 5.357 -1.351 0.468 0.431
H 5.687 -1.556 2.906 0.434
H 3.993 -0.682 4.473 0.463
H 1.955 0.390 3.623 0.448
H 0.734 -2.017 1.645 0.258
H 0.774 -3.981 3.126 0.485
H -1.311 -5.221 3.593 0.431
H -3.441 -4.513 2.570 0.449
H -3.516 -2.547 1.091 0.479
H -2.231 -2.720 -1.448 0.631
H -3.908 -2.816 -3.254 0.444
H -5.415 -0.896 -3.642 0.449
H -5.247 1.128 -2.241 0.467
H -3.557 1.271 -0.473 0.388


In eV, the E_tot values for the records above are, in order, -77755.5161; -26505.7755; -94564.4772; -92335.5422.